Here is a single C27H29N3O5 molecule from the Open Molecules 2025 dataset. Energies are from the ωB97M-V functional and the def2-TZVPD basis.

HOMO-LUMO gap	8.5	eV
net charge	0
energy above the lowest of the compared OMol25 structures with the same formula, charge and spin	31.4	kJ/mol
SMILES string	COc1ccc(CCNC(=O)CCCN2C(=O)[C@@H](c3ccccc3)Oc3cccnc32)cc1OC

Element x y z (Å)
C  -3.0187  -3.3641  -0.6154
O  -2.5752  -2.8957  0.6406
C  -2.4456  -1.5542  0.8605
C  -1.5241  -1.2048  1.8408
C  -1.2947  0.1129  2.1884
C  -2.0149  1.1269  1.5804
C  -1.7624  2.5756  1.9045
C  -1.4516  3.3858  0.6352
N  -0.5002  2.6974  -0.2054
C  -0.8488  2.1121  -1.3709
O  -1.9414  2.2560  -1.8846
C  0.2395  1.2568  -1.9923
C  -0.2154  -0.2056  -2.0114
C  0.8849  -1.1402  -2.5138
N  1.9579  -1.2299  -1.5374
C  3.0761  -0.4749  -1.6823
O  3.3354  0.1590  -2.6818
C  3.9557  -0.3790  -0.4276
C  3.4028  0.8177  0.3283
C  3.5851  2.0849  -0.2186
C  3.0581  3.1983  0.4084
C  2.3490  3.0588  1.5924
C  2.1713  1.8004  2.1413
C  2.6871  0.6807  1.5091
O  4.0280  -1.5588  0.3415
C  2.8727  -2.2719  0.4410
C  2.7351  -3.2280  1.4351
C  1.5511  -3.9482  1.5100
C  0.5554  -3.6845  0.5864
N  0.6865  -2.7879  -0.3791
C  1.8110  -2.1012  -0.4612
C  -2.9607  0.7853  0.6235
C  -3.1766  -0.5277  0.2300
O  -4.0762  -0.8641  -0.7434
C  -4.6176  0.1693  -1.5388
H  -2.4427  -2.9156  -1.4283
H  -4.0814  -3.1706  -0.7709
H  -2.8440  -4.4402  -0.5996
H  -0.9774  -2.0039  2.3164
H  -0.5551  0.3431  2.9407
H  -0.9205  2.6464  2.5959
H  -2.6361  3.0149  2.3918
H  -1.0558  4.3697  0.9068
H  -2.3498  3.5240  0.0312
H  0.3949  2.4847  0.2090
H  0.4099  1.5932  -3.0166
H  1.1701  1.3634  -1.4342
H  -0.5093  -0.5174  -1.0061
H  -1.0865  -0.2957  -2.6611
H  0.4846  -2.1441  -2.6609
H  1.3220  -0.7631  -3.4403
H  4.9827  -0.1674  -0.7451
H  4.1309  2.1867  -1.1444
H  3.2023  4.1764  -0.0246
H  1.9453  3.9295  2.0878
H  1.6328  1.6851  3.0700
H  2.5414  -0.2924  1.9524
H  3.5492  -3.3907  2.1241
H  1.4121  -4.6960  2.2738
H  -0.3918  -4.2013  0.6070
H  -3.5361  1.5704  0.1638
H  -5.1206  -0.3340  -2.3635
H  -3.8376  0.8289  -1.9288
H  -5.3518  0.7584  -0.9796

Results of the Löwdin charge analysis, in e, for atoms 1 through 8: C -0.075; O -0.092; C -0.214; C -0.006; C -0.044; C -0.235; C -0.122; C -0.164

=====

Here is a molecular structure, C12H13B11Br6N4O4ReS from the Open Molecules 2025 dataset. Energies are from the ωB97M-V functional and the def2-TZVPD basis.

spin multiplicity	4
<S²>	3.779
HOMO-LUMO gap (alpha / beta)	6.2 / 4.4	eV
net charge	+2

Element x y z (Å)
Re  0.4066  0.6351  -0.3332
Br  -0.1632  1.2162  2.3152
B  -0.4138  -0.5535  3.1542
B  -1.7095  -0.9025  4.3514
C  -2.0894  -2.5239  4.0417
B  -1.8048  -1.5451  2.6912
B  -1.2730  -3.2663  2.7497
B  -0.8803  -3.6437  4.4308
B  -1.1345  -2.1884  5.4053
B  0.0015  -0.8865  4.8476
Br  0.6797  0.4767  5.9955
B  0.5298  -2.6484  4.9120
Br  1.7938  -3.2979  6.1600
B  0.4512  -3.2954  3.2196
Br  1.6181  -4.6305  2.5130
B  -0.1830  -1.9763  2.2267
Br  0.3951  -1.8399  0.2986
B  0.9886  -1.5947  3.4964
Br  2.7971  -1.0495  3.1385
H  -2.4961  -0.1161  4.7295
H  -3.1125  -2.8275  4.2135
H  -2.6585  -1.2011  1.9593
H  -1.7727  -4.0669  2.0508
H  -1.1117  -4.7131  4.8573
H  -1.5474  -2.2666  6.5023
O  1.9655  1.1477  0.4812
N  2.4494  2.4227  0.5865
C  3.7265  2.4025  0.6778
C  4.4965  1.1896  0.6627
N  5.0497  0.1842  0.6604
C  4.3935  3.6693  0.8074
N  4.9504  4.6681  0.8979
N  -2.7369  1.0213  -0.6436
C  -1.6075  0.8735  -0.4364
C  -2.2616  2.0594  -7.5956
C  -1.3942  1.9093  -6.3895
C  -1.9547  1.6199  -5.1350
C  -1.1597  1.4657  -4.0272
C  0.2226  1.5960  -4.1771
C  0.8161  1.8769  -5.4089
C  -0.0041  2.0384  -6.5007
S  1.2385  1.4529  -2.8156
O  0.6670  2.2445  -1.6476
O  2.6229  1.5781  -3.0545
O  0.9477  0.0065  -2.0671
H  -3.2970  2.2565  -7.3267
H  -2.2350  1.1352  -8.1788
H  -1.9007  2.8581  -8.2419
H  -3.0283  1.5259  -5.0403
H  -1.6033  1.2608  -3.0597
H  1.8910  1.9715  -5.4925
H  0.4347  2.2709  -7.4621

Results of the Löwdin charge analysis, in e, for atoms 1 through 8: Re 1.424; Br 1.061; B -0.814; B -0.208; C 0.077; B -0.232; B -0.207; B -0.203